1.
Entry from the OMol25 dataset: C3H5NS2 in the gas phase at a distorted geometry (ωB97M-V/def2-TZVPD).

Energy above the lowest of the compared OMol25 structures with the same formula, charge and spin, kcal per mole: 24.4
Calculated total energy, eV: -26351.673
Structure (SMILES): CN(C=S)C=S

Last column: natural (NBO) charge in e.
Positions of all 11 atoms, in Å:
C -0.76746 1.80726 0.02064  -0.42
N -0.01320 0.51653 -0.01172  -0.44
C -0.71558 -0.63775 -0.10788  -0.07
S -2.36624 -0.70629 0.03411  -0.07
C 1.38296 0.63764 -0.05704  -0.06
S 2.49500 -0.60116 0.03906  -0.04
H -0.08695 2.61956 -0.27836  0.20
H -1.09668 1.97910 1.04337  0.22
H -1.62596 1.69384 -0.66702  0.24
H -0.08886 -1.53951 -0.22396  0.23
H 1.53121 1.70745 -0.09697  0.19

Cartesian forces (eV/Å) of the 3 atoms listed first:
0.25 -0.67 -0.29
0.58 1.19 -0.51
-0.95 -0.70 0.49



2.
Entry from the OMol25 dataset: a 13-piece molecular cluster, C5H34N3O12 overall at a distorted geometry (ωB97M-V/def2-TZVPD).

Energy above the lowest of the compared OMol25 structures with the same formula, charge and spin, kcal per mole: 58.1
Net charge: +1
Calculated total energy, eV: -34772.111

Last column: natural (NBO) charge in e.
Positions of all 54 atoms, in Å:
C -0.07220 -2.21032 -2.59774  -0.20
C -0.17113 -1.21039 -3.83401  -0.48
C -0.00900 0.17164 -3.34493  0.17
C -0.98036 1.16601 -3.24092  -0.05
N -0.46806 2.28388 -2.67389  -0.47
C 0.82207 1.99950 -2.45135  0.24
N 1.11791 0.76106 -2.82675  -0.46
N -0.67315 -1.56925 -1.39978  -0.88
H 1.00406 -2.19523 -2.38958  0.20
H -0.56834 -3.15438 -2.82751  0.21
H -1.10292 -1.27496 -4.39725  0.23
H 0.44654 -1.56044 -4.68821  0.24
H -2.03482 1.08890 -3.48173  0.23
H -1.05469 3.00193 -2.27574  0.48
H 1.49031 2.64864 -1.89292  0.27
H 2.00977 0.33117 -2.63976  0.47
H -1.65070 -1.82060 -1.28475  0.35
H -0.27239 -1.91732 -0.52722  0.40
H 0.26329 0.43466 3.98570  0.49
H 1.29174 1.37255 4.49456  0.49
O 0.33676 1.32959 4.34861  -0.95
H -3.33849 2.36440 -0.89581  0.47
H -2.23275 1.82450 -0.13102  0.50
O -2.41447 2.58989 -0.71602  -0.98
H -2.15079 -0.03794 1.22794  0.51
H -2.28993 1.13737 2.14653  0.51
O -1.70768 0.80051 1.42287  -1.03
H -3.56204 -1.23177 3.11600  0.49
H -4.45677 -0.09717 2.48301  0.49
O -3.72693 -0.70087 2.33140  -0.97
H 4.35392 -2.46437 -0.97770  0.48
H 4.49437 -0.94122 -1.50852  0.48
O 4.40750 -1.86850 -1.73597  -0.96
H 0.93822 -2.54466 2.37702  0.49
H 2.08503 -2.24147 1.33370  0.47
O 1.19798 -2.60143 1.42746  -0.98
H 1.22310 -4.46342 -0.34516  0.49
H 1.78425 -4.22428 -1.78699  0.48
O 1.07514 -3.99816 -1.17646  -0.96
H 0.50176 -2.70948 4.66843  0.48
H -0.02613 -3.83242 3.91549  0.48
O -0.08919 -2.86394 3.91437  -0.94
H 3.78791 1.65855 -0.78570  0.47
H 2.57399 1.38004 0.08960  0.51
O 2.85547 1.42108 -0.87312  -1.02
H -2.19783 2.04212 4.18997  0.50
H -3.39147 2.50806 3.32199  0.49
O -2.96237 1.72449 3.69363  -0.95
H -0.63374 2.42175 1.55718  0.49
H -0.19420 2.51159 3.08104  0.49
O -0.06607 2.88396 2.18991  -0.99
H 0.71734 0.98049 0.84192  0.49
H 1.47676 1.78933 1.84167  0.51
O 1.56031 0.97934 1.31532  -0.96

Cartesian forces (eV/Å) of the 3 atoms listed first:
-0.34 2.28 -0.24
-0.44 -1.37 -0.22
-1.33 1.82 -0.67



3.
Entry from the OMol25 dataset: C12H9F6NO in the gas phase at a distorted geometry (ωB97M-V/def2-TZVPD).

Calculated total energy, eV: -32432.514
Structure (SMILES): C/C(CC(=O)C(F)(F)F)=N\c1ccc(C(F)(F)F)cc1

Last column: natural (NBO) charge in e.
Positions of all 29 atoms, in Å:
C 1.80037 0.12212 -0.22628  -0.71
C 1.00871 0.21804 1.04977  0.36
C 1.75156 0.44986 2.36508  -0.56
C 2.21031 1.90496 2.45999  0.49
O 1.45797 2.77326 2.02952  -0.46
C 3.64602 2.28637 2.93078  0.90
F 3.87065 3.63722 2.85200  -0.30
F 4.57160 1.64327 2.13677  -0.32
F 3.80033 1.82741 4.19540  -0.31
N -0.26107 -0.17136 1.12323  -0.44
C -1.06215 -0.48858 0.04348  0.23
C -1.62326 -1.75820 -0.03229  -0.25
C -2.44636 -2.09001 -1.09900  -0.16
C -2.70043 -1.17116 -2.15140  -0.19
C -3.50274 -1.57848 -3.34555  0.98
F -2.77375 -2.54285 -4.01648  -0.34
F -4.67626 -2.18672 -3.01230  -0.32
F -3.73130 -0.58424 -4.20605  -0.31
C -2.12150 0.11228 -2.03324  -0.15
C -1.32929 0.45079 -0.93386  -0.28
H 2.87536 0.11925 0.01828  0.22
H 1.54403 -0.76654 -0.82799  0.25
H 1.58360 0.99486 -0.82175  0.25
H 2.62768 -0.26147 2.46181  0.24
H 1.05257 0.26731 3.18995  0.28
H -1.43641 -2.47492 0.73985  0.22
H -2.90933 -3.06164 -1.19237  0.23
H -2.29240 0.87598 -2.82069  0.23
H -0.93450 1.45318 -0.87668  0.22

Cartesian forces (eV/Å) of the 3 atoms listed first:
0.51 0.11 0.33
-3.38 -2.52 0.01
0.81 -0.32 0.14



| no. | Kohn-Sham gap (eV) |
| --- | --- |
| 1 | 7.731 |
| 2 | 9.342 |
| 3 | 8.796 |